Record 1
This record from the Open Molecules 2025 dataset describes a 2-piece molecular cluster, C6H15NS overall. The level of theory is wB97M-V/def2-TZVPD.

Calculated values
E_tot   -690.29097 Eh
LUMO energy   -2.48 eV
HOMO-LUMO gap   5.335 eV
Total charge   0

```
23
Properties=species:S:1:pos:R:3:mulliken_charge:R:1
C -1.183 -0.445 1.349 -0.742
C -2.684 -0.353 0.986 -0.634
S -2.918 0.621 -0.532 -0.268
C -0.241 -1.094 0.211 -0.605
N 1.014 -0.270 0.255 0.074
C 0.932 1.101 -0.266 0.113
C 0.619 1.086 -1.744 -1.135
C 2.284 -1.064 -0.117 -1.040
H -0.739 0.525 1.403 0.369
H -0.905 -0.942 2.308 0.358
H -3.334 0.121 1.785 0.324
H -2.960 -1.468 0.969 0.298
H -0.599 2.457 0.105 0.492
H -0.744 -1.107 -0.834 0.281
H 0.130 -2.127 0.544 0.383
H 1.777 1.797 -0.095 0.479
H 0.088 1.630 0.236 -0.870
H 0.582 2.097 -2.014 0.516
H -0.388 0.718 -1.835 0.235
H 1.446 0.570 -2.260 0.292
H 2.306 -1.439 -1.086 0.415
H 2.336 -1.924 0.625 0.329
H 3.183 -0.490 0.007 0.335
```



Record 2
This record from the Open Molecules 2025 dataset describes C7H17ClNOPZn as an isolated structure. The level of theory is wB97M-V/def2-TZVPD.

Calculated values
E_tot   -2986.73137 Eh
LUMO energy   -12.57 eV
HOMO-LUMO gap   3.170 eV
Total charge   +2

```
29
Properties=species:S:1:pos:R:3:mulliken_charge:R:1
C -2.120 0.519 0.934 -0.610
N -2.187 -0.161 -0.414 0.109
C -3.598 -0.578 -0.792 -0.886
C -1.511 0.629 -1.512 0.280
O -1.800 0.260 -2.791 -0.483
C -0.430 1.846 -1.327 -0.638
P 1.076 1.154 -0.345 0.259
C 2.438 0.369 0.751 -0.383
C 2.137 -1.194 1.142 -0.643
C 2.380 -2.266 -0.093 -0.606
Cl 3.871 -1.910 -1.136 -0.103
H -1.162 0.076 1.490 -0.003
H -2.096 1.689 0.904 0.267
H -3.039 0.234 1.641 0.390
H -4.058 -1.181 0.126 0.387
H -3.541 -1.368 -1.685 0.298
H -4.289 0.339 -1.090 0.321
H -0.905 2.817 -0.822 0.416
H -0.058 2.188 -2.405 0.432
H 0.452 1.719 0.860 0.091
H 2.013 1.945 -1.108 0.186
H 0.710 -0.163 -0.846 0.092
H 2.453 1.007 1.759 0.118
H 3.469 0.547 0.228 0.532
H 2.687 -1.518 2.141 0.507
H 0.973 -1.254 1.397 0.326
H 2.500 -3.359 0.370 0.395
H 1.419 -2.306 -0.785 0.348
Zn 2.217 -0.079 3.408 0.602
```



Record 3
This record from the Open Molecules 2025 dataset describes a 2-piece molecular cluster, C3H7NO3S overall. The level of theory is wB97M-V/def2-TZVPD.

Calculated values
E_tot   -797.11045 Eh
LUMO energy (alpha / beta)   -0.55 / -0.55 eV
HOMO-LUMO gap (alpha / beta)   7.577 / 7.575 eV
Total charge   0

```
15
Properties=species:S:1:pos:R:3:mulliken_charge:R:1
C 0.719 0.765 0.949 -0.859
C 0.662 -1.064 -0.624 -1.235
C 0.148 0.257 -0.187 0.961
N -0.747 1.021 -0.877 -0.475
O -0.753 -0.586 3.519 -0.400
O 0.187 1.855 1.525 -0.498
O -2.022 0.827 2.026 -0.548
S -1.242 -0.436 2.217 0.762
H 1.638 0.417 1.351 0.427
H 0.017 -1.657 -1.258 0.407
H 1.086 -1.553 0.294 0.267
H 1.492 -0.921 -1.383 0.317
H -1.374 1.579 -0.320 0.308
H -0.833 1.653 1.464 0.318
H -1.221 0.389 -1.573 0.248
```



Record 4
This record from the Open Molecules 2025 dataset describes a 8-piece molecular cluster, C38H98N6O15 overall. The level of theory is wB97M-V/def2-TZVPD.

Calculated values
E_tot   -2963.34996 Eh
LUMO energy   0.28 eV
SMILES   COCCNCCOC.COCCNCCOC.COCCNCCOC.COCCNCCOC.COCCNCCOC.COCCNCCOC.OCCO.O
HOMO-LUMO gap   8.361 eV
Total charge   0

```
157
Properties=species:S:1:pos:R:3:mulliken_charge:R:1
C -3.935 3.260 8.502 -0.742
O -3.032 2.182 8.516 -0.334
C -1.658 2.495 8.407 -0.726
C -1.057 1.764 7.230 -0.265
N 0.264 2.258 6.919 -0.262
C 0.789 1.681 5.686 0.235
C 2.270 1.981 5.552 -0.904
O 2.485 3.365 5.300 -0.198
C 3.799 3.551 4.808 -0.882
H -4.000 3.706 9.498 0.310
H -4.927 2.835 8.339 0.251
H -3.774 3.991 7.707 0.320
H -1.104 2.183 9.299 0.302
H -1.510 3.581 8.364 0.424
H -1.784 1.729 6.406 0.199
H -1.004 0.715 7.545 0.175
H 0.538 3.218 7.045 0.307
H 0.230 2.094 4.834 -0.234
H 0.629 0.602 5.701 0.328
H 2.654 1.365 4.727 0.375
H 2.916 1.699 6.391 0.430
H 4.467 3.354 5.657 0.353
H 3.977 4.543 4.403 0.264
H 4.104 2.801 4.069 0.320
C 8.574 -5.781 -3.943 -0.555
O 7.686 -6.668 -4.577 -0.343
C 6.706 -6.039 -5.411 -0.716
C 5.816 -5.055 -4.668 -0.287
N 4.900 -5.843 -3.808 -0.508
C 4.436 -5.044 -2.652 0.010
C 3.223 -5.666 -2.001 -0.876
O 2.591 -4.608 -1.272 -0.189
C 1.305 -4.971 -0.770 -0.583
H 9.116 -6.404 -3.231 0.256
H 8.091 -4.989 -3.362 0.141
H 9.277 -5.270 -4.610 0.300
H 6.132 -6.837 -5.870 0.325
H 7.288 -5.501 -6.170 0.386
H 5.138 -4.495 -5.322 0.389
H 6.291 -4.267 -4.070 0.187
H 5.553 -6.458 -3.318 0.341
H 4.170 -4.062 -3.055 0.238
H 5.277 -4.973 -1.951 0.130
H 3.472 -6.524 -1.370 0.350
H 2.509 -5.983 -2.765 0.374
H 1.497 -5.898 -0.227 0.324
H 0.547 -5.143 -1.542 0.315
H 0.921 -4.154 -0.166 0.017
C -3.245 4.952 0.069 -0.599
O -4.349 4.435 -0.658 -0.416
C -3.923 3.661 -1.783 0.110
C -4.993 3.784 -2.868 -1.045
N -4.841 2.843 -3.964 0.035
C -3.881 3.121 -5.030 -0.422
C -3.964 2.078 -6.126 -0.823
O -3.665 0.763 -5.662 -0.266
C -2.316 0.453 -5.905 -0.841
H -2.531 5.404 -0.617 0.450
H -2.829 4.188 0.733 0.074
H -3.593 5.700 0.785 0.344
H -3.823 2.618 -1.473 -0.071
H -2.949 4.058 -2.083 0.509
H -5.111 4.808 -3.218 0.379
H -5.951 3.516 -2.418 0.260
H -4.749 1.877 -3.682 -0.108
H -2.877 3.192 -4.586 0.229
H -4.102 4.080 -5.510 0.423
H -3.117 2.465 -6.715 0.501
H -4.831 2.153 -6.776 0.348
H -1.602 1.209 -5.560 0.346
H -2.134 0.200 -6.953 0.305
H -1.977 -0.420 -5.337 0.274
C 8.131 -5.180 2.107 -0.693
O 7.200 -4.131 1.813 -0.319
C 7.851 -2.932 1.409 -0.629
C 6.864 -1.968 0.796 -0.636
N 6.299 -2.447 -0.471 0.113
C 5.731 -1.522 -1.421 -0.603
C 4.565 -0.762 -0.743 -0.598
O 4.820 0.395 0.040 -0.290
C 4.585 1.611 -0.609 -0.687
H 7.969 -5.476 3.143 0.235
H 9.163 -4.856 1.984 0.348
H 7.895 -6.028 1.466 0.215
H 8.689 -3.081 0.721 0.388
H 8.276 -2.554 2.350 0.412
H 7.385 -1.041 0.533 0.346
H 5.992 -1.646 1.373 0.259
H 6.175 -3.438 -0.547 0.128
H 5.340 -2.104 -2.255 0.114
H 6.422 -0.802 -1.876 0.223
H 3.933 -1.403 -0.131 0.306
H 4.007 -0.433 -1.634 0.462
H 4.966 1.704 -1.626 0.335
H 4.959 2.401 0.049 0.287
H 3.514 1.870 -0.576 0.222
C -9.695 -2.834 -4.719 -0.710
O -8.307 -3.046 -4.728 -0.338
C -7.551 -2.056 -5.376 -0.697
C -7.586 -0.659 -4.766 -0.608
N -7.202 -0.629 -3.361 -0.277
C -5.777 -0.938 -3.159 -0.104
C -5.399 -0.739 -1.691 -0.598
O -5.762 0.567 -1.348 -0.242
C -5.425 0.980 -0.054 -0.819
H -10.094 -3.622 -4.088 0.240
H -10.079 -2.859 -5.750 0.302
H -10.023 -1.846 -4.378 0.286
H -7.902 -2.005 -6.416 0.467
H -6.499 -2.326 -5.454 0.350
H -8.560 -0.165 -4.809 0.567
H -6.909 -0.040 -5.379 0.074
H -7.526 0.213 -2.913 0.287
H -5.213 -0.305 -3.855 -0.093
H -5.709 -1.983 -3.458 0.449
H -4.337 -0.985 -1.607 0.241
H -6.012 -1.523 -1.232 0.385
H -5.955 0.390 0.711 0.400
H -5.819 1.956 0.233 0.361
H -4.349 0.888 0.102 0.053
C -2.793 3.131 3.693 -0.268
O -2.429 1.778 3.568 -0.317
C -2.245 1.464 2.202 0.380
C -2.008 -0.043 1.988 -1.358
N -0.866 -0.510 2.750 -0.295
C 0.478 -0.117 2.368 -0.234
C 0.778 -0.404 0.926 -0.163
O 0.338 0.702 0.137 -0.081
C 0.598 0.524 -1.247 -0.609
H -3.074 3.422 4.704 0.139
H -3.578 3.444 2.999 0.375
H -1.934 3.787 3.487 -0.057
H -1.384 1.993 1.780 0.072
H -3.150 1.727 1.645 0.068
H -1.923 -0.245 0.920 0.316
H -2.968 -0.505 2.234 0.470
H -1.040 -0.462 3.743 0.430
H 1.210 -0.652 2.977 0.521
H 0.718 0.942 2.543 -0.089
H 0.252 -1.298 0.568 0.291
H 1.843 -0.579 0.737 -0.019
H 0.507 1.395 -1.898 0.254
H 0.100 -0.308 -1.744 0.340
H 1.692 0.433 -1.282 -0.060
C 1.027 6.004 1.647 -0.786
C 0.788 4.908 2.670 1.000
O 0.514 5.495 3.922 -0.649
O -0.223 6.497 1.160 -0.505
H 1.714 5.631 0.890 0.368
H 1.509 6.873 2.099 0.359
H 1.688 4.280 2.760 0.057
H -0.036 4.213 2.476 -0.473
H 0.440 4.973 4.720 0.309
H -0.636 7.026 1.846 0.295
O -1.108 -3.331 3.094 -0.706
H -0.861 -2.449 2.728 0.358
H -1.481 -3.817 2.352 0.289
```



Record 5
This record from the Open Molecules 2025 dataset describes C21H60N12O11Zn as an isolated structure. The level of theory is wB97M-V/def2-TZVPD.

Calculated values
E_tot   -4099.84392 Eh
LUMO energy   -4.89 eV
HOMO-LUMO gap   3.412 eV
Total charge   0

```
105
Properties=species:S:1:pos:R:3:mulliken_charge:R:1
Zn 9.864 11.789 15.918 0.209
C 6.942 14.974 14.700 0.836
O 6.134 15.881 14.522 -0.454
O 8.138 14.868 14.282 -0.297
O 6.697 13.946 15.327 -0.289
C 0.329 13.416 12.187 0.687
O -0.783 13.281 11.710 -0.656
N 1.238 12.518 12.474 -0.354
N 0.867 14.579 12.226 -0.377
H 2.106 12.885 12.836 0.153
H 1.113 11.541 12.252 0.207
H 0.367 15.361 11.829 0.202
H 1.740 14.778 12.693 0.139
C 5.899 21.818 11.238 0.646
O 6.000 22.942 10.814 -0.641
N 6.863 21.163 11.756 -0.320
N 4.759 21.095 11.219 -0.405
H 6.642 20.241 12.104 0.111
H 7.847 21.385 11.699 0.214
H 4.846 20.243 11.756 0.164
H 3.967 21.616 10.872 0.232
C 9.936 15.427 20.574 0.673
O 10.143 14.485 19.882 -0.639
N 8.783 15.953 20.821 -0.356
N 10.843 16.239 21.002 -0.397
H 7.900 15.581 20.501 0.196
H 8.743 16.748 21.443 0.145
H 11.785 16.019 20.713 0.205
H 10.700 16.950 21.706 0.172
C 11.976 20.426 16.068 0.648
O 10.974 20.420 16.734 -0.635
N 12.183 19.756 14.982 -0.408
N 13.092 20.992 16.485 -0.420
H 11.516 18.999 14.935 0.239
H 13.115 19.736 14.593 0.189
H 13.029 21.383 17.414 0.220
H 13.988 20.818 16.052 0.165
C 0.747 11.416 19.625 -1.440
C 1.536 12.215 20.670 0.680
C 2.448 11.352 21.551 -0.728
O 1.888 10.152 22.065 -0.394
C 1.276 10.345 23.372 -0.780
N 2.182 13.256 19.912 -0.722
H 1.403 10.927 18.905 0.349
H 0.129 12.064 19.003 0.404
H 0.184 10.640 20.143 0.302
H 0.764 12.640 21.311 0.146
H 2.878 12.005 22.310 0.382
H 3.312 11.060 20.954 0.364
H 1.304 11.327 23.844 0.342
H 1.806 9.674 24.048 0.290
H 0.298 9.872 23.470 0.294
H 2.917 12.999 19.268 0.251
H 1.569 13.729 19.263 0.260
C 8.029 6.200 13.674 -1.460
C 8.125 7.372 14.598 0.291
C 8.450 6.921 16.046 -0.750
O 8.751 8.121 16.769 -0.230
C 9.017 7.731 18.098 -0.801
N 9.157 8.318 14.076 -0.546
H 7.157 5.649 14.026 0.373
H 8.822 5.457 13.753 0.357
H 7.864 6.528 12.647 0.382
H 7.230 7.989 14.522 0.320
H 9.301 6.241 16.049 0.365
H 7.514 6.464 16.368 0.381
H 8.272 7.022 18.458 0.310
H 9.058 8.591 18.766 0.261
H 9.985 7.254 18.248 0.307
H 8.925 8.783 13.211 0.230
H 10.007 7.786 13.953 0.207
C 6.272 12.122 7.185 -1.399
C 7.226 10.995 7.602 0.509
C 7.610 10.046 6.410 -0.651
O 6.483 9.361 5.862 -0.338
C 6.772 8.043 5.305 -0.764
N 8.412 11.550 8.146 -0.683
H 5.358 11.604 6.895 0.363
H 6.450 12.589 6.217 0.304
H 6.176 12.930 7.911 0.369
H 6.656 10.407 8.321 0.194
H 8.255 9.283 6.848 0.375
H 8.184 10.470 5.586 0.339
H 7.082 7.367 6.102 0.313
H 7.687 8.112 4.718 0.318
H 5.990 7.543 4.733 0.266
H 8.977 12.062 7.483 0.232
H 8.267 12.180 8.922 0.252
C 1.532 21.129 17.878 -1.529
C 2.803 21.886 18.496 0.454
C 2.476 22.659 19.785 -0.703
O 3.689 23.309 20.084 -0.301
C 3.415 24.291 21.061 -0.818
N 3.829 20.874 18.746 -0.691
H 1.001 20.461 18.556 0.363
H 1.916 20.510 17.067 0.409
H 0.818 21.848 17.475 0.401
H 3.140 22.471 17.639 0.276
H 2.218 21.956 20.577 0.316
H 1.579 23.270 19.685 0.400
H 2.577 24.973 20.919 0.321
H 4.212 25.017 21.221 0.295
H 3.216 23.778 22.002 0.317
H 3.330 20.021 18.954 0.232
H 4.282 20.422 17.964 0.258
```



Record 6
This record from the Open Molecules 2025 dataset describes C56H83N4O3W as an isolated structure. The level of theory is wB97M-V/def2-TZVPD.

Calculated values
E_tot   -2694.60912 Eh
LUMO energy   -9.47 eV
HOMO-LUMO gap   5.901 eV
Total charge   +3

```
147
Properties=species:S:1:pos:R:3:mulliken_charge:R:1
W -0.046 0.834 -0.250 0.940
C 4.113 2.775 6.478 -1.589
C 2.605 2.535 6.327 1.743
C 2.174 1.340 7.196 -1.535
C 1.857 3.778 6.813 -2.105
C 2.281 2.185 4.890 -0.359
C 1.319 2.853 4.141 -0.254
C 0.949 2.397 2.886 0.476
C -0.223 3.044 2.200 -1.041
N -0.180 3.103 0.706 -0.022
C 0.952 3.964 0.273 -1.036
C 1.996 3.197 -0.546 -1.316
N 1.451 2.188 -1.503 -0.355
C 0.814 2.838 -2.693 -1.059
C -0.622 2.342 -2.938 -0.825
N -1.409 2.305 -1.677 0.434
C -1.596 3.706 -1.205 -1.301
C -1.470 3.721 0.307 -0.754
C -2.762 1.687 -1.874 -1.859
C -2.943 0.320 -1.180 0.289
C -4.202 -0.414 -1.689 -1.027
C -5.257 -0.685 -0.639 -0.515
C -4.930 -0.689 0.663 -0.784
C -3.643 -0.286 1.182 0.401
C -2.827 0.381 0.339 0.080
O -1.587 0.856 0.667 0.757
C -3.253 -0.556 2.635 1.942
C -3.267 0.767 3.404 -1.231
C -4.219 -1.534 3.308 -2.193
C -1.848 -1.194 2.692 -1.963
C -6.694 -0.866 -1.098 1.734
C -6.869 -1.567 -2.449 -1.953
C -7.279 0.554 -1.216 -1.614
C -7.514 -1.656 -0.072 -1.862
C 2.677 1.451 -1.979 -2.168
C 2.515 0.138 -2.698 0.717
C 3.317 -0.140 -3.787 -0.502
C 3.466 -1.450 -4.238 -0.817
C 2.861 -2.446 -3.491 -0.464
C 2.026 -2.225 -2.397 -0.366
C 1.780 -0.886 -2.066 0.789
O 0.867 -0.396 -1.157 0.392
C 1.478 -3.453 -1.673 2.396
C 0.189 -3.877 -2.386 -2.100
C 2.471 -4.627 -1.731 -2.168
C 1.245 -3.189 -0.177 -1.379
C 4.328 -1.756 -5.443 1.793
C 5.793 -1.475 -5.078 -1.554
C 4.204 -3.217 -5.885 -1.995
C 3.899 -0.850 -6.606 -1.628
C 1.546 1.251 2.341 0.296
O 1.040 0.816 1.148 1.346
C 2.598 0.618 3.028 -0.554
C 2.918 1.105 4.285 -0.577
C 3.259 -0.656 2.524 2.223
C 3.477 -0.620 1.006 -1.463
C 4.629 -0.896 3.166 -2.302
C 2.297 -1.796 2.890 -1.695
H 4.334 3.058 7.502 0.484
H 4.441 3.580 5.826 0.366
H 4.692 1.886 6.249 0.323
H 2.378 1.555 8.241 0.457
H 2.709 0.434 6.929 0.349
H 1.107 1.157 7.089 0.359
H 2.126 3.972 7.848 0.458
H 0.779 3.630 6.779 0.399
H 2.126 4.656 6.231 0.396
H 0.817 3.712 4.551 0.767
H -0.340 4.065 2.588 0.826
H -1.124 2.479 2.472 -0.715
H 1.472 4.363 1.152 0.576
H 0.581 4.827 -0.283 0.665
H 2.644 2.664 0.160 0.562
H 2.620 3.925 -1.083 0.754
H 1.388 2.596 -3.595 0.637
H 0.855 3.925 -2.581 0.527
H -0.584 1.334 -3.369 0.337
H -1.113 2.994 -3.677 0.663
H -2.566 4.106 -1.514 0.664
H -0.853 4.362 -1.658 0.475
H -2.290 3.137 0.742 0.094
H -1.558 4.747 0.687 0.790
H -2.960 1.571 -2.946 0.416
H -3.532 2.344 -1.462 0.663
H -4.661 0.157 -2.499 1.390
H -5.668 -0.952 1.398 0.607
H -4.249 1.229 3.347 0.413
H -2.536 1.455 2.988 -0.147
H -3.024 0.604 4.449 0.527
H -5.181 -1.071 3.506 0.428
H -3.814 -1.849 4.266 0.420
H -4.366 -2.423 2.700 0.469
H -1.071 -0.597 2.180 -0.016
H -1.880 -2.192 2.260 0.423
H -1.543 -1.294 3.730 0.911
H -6.320 -1.098 -3.260 0.317
H -7.921 -1.524 -2.720 0.560
H -6.606 -2.619 -2.380 0.414
H -6.768 1.145 -1.974 0.337
H -7.219 1.080 -0.268 0.343
H -8.324 0.476 -1.499 0.469
H -7.026 -2.593 0.179 0.419
H -8.488 -1.886 -0.491 0.437
H -7.682 -1.088 0.836 0.430
H 3.280 1.215 -1.093 0.328
H 3.272 2.130 -2.602 0.662
H 3.863 0.661 -4.261 0.678
H 3.046 -3.463 -3.777 0.626
H 0.409 -4.169 -3.409 0.372
H -0.529 -3.066 -2.414 0.468
H -0.263 -4.728 -1.887 0.511
H 2.502 -5.104 -2.704 0.526
H 2.167 -5.391 -1.022 0.420
H 3.473 -4.303 -1.465 0.435
H 0.782 -2.218 0.033 -0.652
H 2.201 -3.221 0.341 0.564
H 0.616 -3.974 0.238 0.634
H 6.116 -2.112 -4.259 0.348
H 5.942 -0.440 -4.785 0.365
H 6.423 -1.680 -5.938 0.453
H 4.634 -3.896 -5.153 0.383
H 4.747 -3.359 -6.815 0.448
H 3.164 -3.484 -6.062 0.433
H 4.091 0.198 -6.393 0.332
H 2.839 -0.977 -6.814 0.370
H 4.455 -1.114 -7.500 0.475
H 3.690 0.600 4.836 0.544
H 4.116 0.221 0.745 0.698
H 2.530 -0.558 0.461 -0.381
H 3.984 -1.529 0.692 0.681
H 5.252 -0.009 3.090 0.450
H 5.132 -1.705 2.645 0.505
H 4.552 -1.187 4.208 0.434
H 1.333 -1.653 2.396 0.214
H 2.129 -1.820 3.964 0.416
H 2.711 -2.756 2.593 0.476
C -3.708 -1.778 -2.293 0.206
C -2.954 -2.432 -1.170 -1.227
C -1.898 -1.744 -0.771 0.270
N -1.664 -0.477 -1.484 0.593
C -1.644 -0.809 -2.902 -0.430
C -2.705 -1.461 -3.355 -2.113
H -4.534 -2.374 -2.661 1.245
H -3.278 -3.363 -0.748 0.492
H -1.228 -1.985 0.042 -0.298
H -0.754 -0.585 -3.471 0.588
H -2.841 -1.783 -4.371 0.552
```



Question: What is the formula in the fourth record?
Answer: C38H98N6O15